# 1
# C39H49Cl5N5O4P2PbSSe

A molecular structure, C39H49Cl5N5O4P2PbSSe (ωB97M-V/def2-TZVPD, the OMol25 dataset).

```
107
C39H49Cl5N5O4P2PbSSe (ωB97M-V/def2-TZVPD)
Pb 2.00 -0.86 0.70
C 2.44 0.55 6.17
C 2.71 0.49 4.67
C 3.87 -0.47 4.47
P 1.45 0.04 3.36
C 0.27 -1.23 4.05
C 0.98 -2.44 4.65
C -0.78 -0.66 5.00
C 0.40 1.47 3.29
C 0.35 2.49 4.23
C -0.60 3.50 4.17
C -1.60 3.46 3.16
C -1.60 2.48 2.23
C -0.55 1.46 2.19
N -0.45 0.42 1.31
C -1.05 0.55 0.08
C -1.09 1.76 -0.64
C -1.73 1.89 -1.86
C -2.28 0.78 -2.44
C -2.12 -0.44 -1.82
C -1.52 -0.60 -0.58
P -1.33 -2.19 0.27
C -2.19 -3.44 -0.87
C -1.66 -4.89 -0.59
C -3.71 -3.36 -0.92
C -2.49 -1.93 1.76
C -2.56 -3.24 2.59
C -3.86 -1.27 1.67
H 3.32 0.78 6.74
H 2.14 -0.43 6.45
H 1.67 1.28 6.45
H 2.99 1.54 4.33
H 3.62 -1.44 4.86
H 4.77 -0.08 4.97
H 4.14 -0.65 3.41
H -0.21 -1.56 3.15
H 1.18 -2.29 5.69
H 1.87 -2.72 4.11
H 0.31 -3.38 4.64
H -0.32 -0.31 5.90
H -1.53 -1.39 5.24
H -1.28 0.19 4.50
H 1.09 2.54 5.05
H -0.50 4.34 4.88
H -2.37 4.22 3.17
H -2.38 2.42 1.48
H -0.63 2.64 -0.15
H -1.82 2.91 -2.25
H -2.91 0.88 -3.33
H -2.52 -1.35 -2.28
H -1.83 -3.16 -1.90
H -1.77 -5.19 0.43
H -0.58 -4.83 -0.77
H -2.19 -5.56 -1.25
H -4.13 -3.81 -0.01
H -4.09 -4.00 -1.71
H -4.07 -2.36 -1.04
H -1.88 -1.22 2.25
H -3.13 -4.06 2.07
H -3.03 -2.97 3.52
H -1.57 -3.64 2.80
H -4.60 -2.00 1.30
H -3.87 -0.35 1.07
H -4.11 -0.98 2.73
Cl 5.31 -1.90 0.79
C 5.30 -0.18 0.75
C 4.09 0.46 0.82
C 4.14 1.80 0.69
Cl 2.61 2.68 0.77
C 5.32 2.54 0.51
Cl 5.32 4.31 0.41
C 6.49 1.85 0.44
Cl 7.95 2.72 0.01
C 6.51 0.47 0.52
Cl 7.97 -0.39 0.36
Se 1.40 -5.79 2.18
C 2.07 -4.22 1.80
N 2.49 -3.13 1.65
C -4.34 1.86 -6.05
C -3.43 3.08 -6.03
S -1.80 2.82 -6.71
O -1.83 2.25 -8.06
O -1.05 4.07 -6.56
C -1.09 1.66 -5.56
C 0.42 1.90 -5.48
N 0.99 0.77 -4.66
C 1.46 0.97 -3.42
N 1.70 -0.18 -2.80
C 1.33 -1.20 -3.65
C 0.92 -0.63 -4.83
N 0.62 -1.18 -6.11
O 0.56 -2.40 -6.14
O 0.52 -0.42 -7.06
C 1.82 2.21 -2.70
H -5.30 2.08 -5.59
H -3.86 1.12 -5.48
H -4.50 1.45 -7.03
H -3.26 3.53 -5.02
H -3.73 3.91 -6.69
H -1.27 0.67 -5.90
H -1.58 1.87 -4.60
H 0.52 2.88 -4.98
H 0.90 1.95 -6.47
H 1.45 -2.23 -3.43
H 1.77 1.97 -1.63
H 1.13 3.11 -2.91
H 2.83 2.56 -2.94
```

LUMO energy	0.0469	hartree
total charge	-1



# 2
# C39H49ClN4O2PSSi2Ti

A molecular structure, C39H49ClN4O2PSSi2Ti (ωB97M-V/def2-TZVPD, the OMol25 dataset).

```
100
C39H49ClN4O2PSSi2Ti (ωB97M-V/def2-TZVPD)
Ti 0.59 0.19 0.47
O 0.68 -0.38 -1.66
C 1.17 0.23 -2.88
C 0.07 0.49 -3.87
C -1.10 1.28 -3.28
C -0.64 2.56 -2.63
C -0.75 3.75 -3.34
C -0.30 4.93 -2.78
C 0.26 4.88 -1.51
C 0.32 3.65 -0.87
N -0.11 2.50 -1.40
H 0.28 -1.24 -1.88
H 1.92 -0.43 -3.32
H 1.67 1.14 -2.56
H -0.31 -0.46 -4.27
H 0.51 1.03 -4.72
H -1.61 0.65 -2.56
H -1.82 1.51 -4.07
H -1.20 3.74 -4.32
H -0.38 5.87 -3.31
H 0.63 5.76 -1.01
H 0.75 3.59 0.12
C 5.09 -0.55 0.70
Si 3.80 -0.11 -0.59
C 4.35 1.20 -1.84
C 3.59 -1.69 -1.58
N 2.40 0.69 0.29
C 2.76 1.81 1.05
C 4.02 2.44 1.04
C 4.26 3.54 1.83
C 3.25 4.04 2.64
C 2.01 3.44 2.66
C 1.74 2.31 1.88
N 0.52 1.62 1.78
Si -0.74 2.25 2.92
C -1.23 3.96 2.33
C -0.03 2.12 4.65
C -2.42 1.37 3.06
H 6.08 -0.51 0.24
H 4.92 -1.58 1.03
H 5.09 0.09 1.58
H 5.42 1.39 -1.76
H 3.83 2.15 -1.72
H 4.16 0.84 -2.86
H 2.63 -1.86 -2.07
H 4.35 -1.64 -2.37
H 3.80 -2.56 -0.97
H 4.81 2.07 0.41
H 5.23 4.01 1.81
H 3.43 4.91 3.27
H 1.26 3.86 3.31
H -0.40 4.64 2.17
H -1.91 4.41 3.05
H -1.76 3.86 1.39
H 1.05 1.96 4.68
H -0.49 1.29 5.19
H -0.24 3.03 5.23
H -3.16 1.95 2.51
H -2.70 1.42 4.12
H -2.56 0.34 2.74
Cl -2.08 0.94 -0.04
C -3.39 -0.18 0.28
C -4.66 0.35 0.43
C -5.71 -0.52 0.70
C -5.47 -1.88 0.81
C -4.20 -2.39 0.63
C -3.12 -1.54 0.35
P -1.42 -2.13 0.06
C -1.44 -2.50 -1.74
C -0.35 -3.22 -2.24
C -0.24 -3.47 -3.60
C -1.21 -2.99 -4.48
C -2.29 -2.27 -3.98
C -2.40 -2.02 -2.62
C -1.44 -3.80 0.80
C -1.02 -3.96 2.12
C -1.06 -5.20 2.73
C -1.53 -6.30 2.02
C -1.95 -6.16 0.71
C -1.91 -4.91 0.10
H -4.82 1.41 0.36
H -6.70 -0.12 0.83
H -6.29 -2.56 1.03
H -4.02 -3.45 0.72
H 0.40 -3.63 -1.56
H 0.60 -4.04 -3.98
H -1.13 -3.18 -5.54
H -3.05 -1.90 -4.66
H -3.25 -1.47 -2.25
H -0.64 -3.11 2.66
H -0.73 -5.31 3.75
H -1.56 -7.28 2.50
H -2.32 -7.01 0.16
H -2.25 -4.82 -0.92
O -0.34 -0.82 2.61
H -0.97 -0.36 3.18
H 0.47 -0.94 3.16
S 1.72 -2.12 0.90
C 2.31 -1.62 2.39
N 2.59 -1.29 3.46
```

LUMO energy	-0.1084	hartree
total charge	+1



# 3
# C39H50BClIrN2O9S3Si

A molecular structure, C39H50BClIrN2O9S3Si (ωB97M-V/def2-TZVPD, the OMol25 dataset).

```
107
C39H50BClIrN2O9S3Si (ωB97M-V/def2-TZVPD)
Ir 0.97 0.28 0.11
S 2.38 -1.29 0.98
C 3.66 -1.46 -0.22
C 4.59 -2.49 -0.11
C 5.63 -2.62 -1.02
C 5.74 -1.72 -2.07
C 4.81 -0.69 -2.19
C 3.77 -0.54 -1.27
S 2.66 0.82 -1.41
H 4.49 -3.19 0.71
H 6.34 -3.44 -0.92
H 6.53 -1.81 -2.80
H 4.89 0.01 -3.00
O -3.39 1.81 -3.80
C -2.91 0.70 -4.30
O -3.30 0.23 -5.35
C -1.86 0.00 -3.49
C -1.37 -1.27 -3.77
Cl -1.86 -2.29 -5.05
N -0.44 -1.61 -2.83
N -0.34 -0.62 -1.91
C -1.17 0.36 -2.30
C -1.21 1.64 -1.49
O -2.09 2.48 -1.78
O -0.35 1.78 -0.58
C 0.33 -2.81 -2.65
C 0.61 -3.70 -3.68
C 1.36 -4.83 -3.40
C 1.85 -5.08 -2.13
C 1.58 -4.17 -1.11
C 0.82 -3.04 -1.37
H -2.87 2.12 -2.96
H 0.28 -3.53 -4.69
H 1.57 -5.52 -4.21
H 2.44 -5.96 -1.93
H 1.97 -4.30 -0.11
H 0.65 -2.34 -0.57
C -3.35 -1.97 3.31
C -3.48 -1.15 2.03
C -4.76 -1.49 1.28
C -2.23 -1.29 1.14
H -4.28 -1.94 3.88
H -2.54 -1.60 3.93
H -3.13 -3.02 3.08
H -3.53 -0.09 2.32
H -4.84 -2.57 1.12
H -4.79 -1.02 0.30
H -5.64 -1.18 1.84
H -1.34 -1.10 1.76
H -2.24 -0.51 0.38
C 3.57 5.00 3.24
C 2.59 3.99 2.65
C 3.10 3.45 1.32
C 1.22 4.63 2.48
O 2.54 2.92 3.59
Si 1.37 1.82 3.93
S 0.32 1.07 2.33
O 2.05 0.78 5.01
C 3.10 -0.18 4.95
C 2.46 -1.55 4.79
C 4.06 0.12 3.80
C 3.83 -0.09 6.28
O 0.30 2.64 4.89
C -0.66 2.19 5.82
C 0.02 2.03 7.18
C -1.73 3.28 5.89
C -1.28 0.87 5.39
H 3.70 5.84 2.57
H 4.54 4.52 3.40
H 3.20 5.36 4.20
H 3.18 4.25 0.58
H 2.43 2.69 0.94
H 4.08 2.99 1.45
H 1.31 5.52 1.86
H 0.80 4.91 3.44
H 0.53 3.94 1.99
H 1.87 -1.58 3.88
H 1.81 -1.75 5.64
H 3.22 -2.33 4.73
H 3.56 0.03 2.84
H 4.89 -0.58 3.82
H 4.45 1.13 3.90
H 3.14 -0.25 7.10
H 4.27 0.90 6.40
H 4.63 -0.83 6.34
H 0.37 3.00 7.55
H 0.89 1.38 7.08
H -0.67 1.61 7.92
H -1.29 4.22 6.21
H -2.53 3.00 6.58
H -2.16 3.42 4.90
H -0.53 0.07 5.39
H -1.66 0.94 4.37
H -2.09 0.59 6.07
O -1.68 -3.86 1.01
B -2.12 -2.66 0.43
O -2.56 -2.91 -0.88
C -2.39 -4.24 -1.09
C -2.67 -4.98 -2.22
C -2.41 -6.35 -2.15
C -1.89 -6.93 -1.01
C -1.60 -6.17 0.13
C -1.87 -4.82 0.06
H -3.06 -4.51 -3.11
H -2.61 -6.96 -3.02
H -1.68 -7.99 -1.00
H -1.18 -6.60 1.02
```

LUMO energy (spin up / spin down)	0.1447 / 0.1447	hartree
expectation value of S²	0.756
multiplicity	2
total charge	-2



# 4
# C39H50Br2IrN6O7SSi

A molecular structure, C39H50Br2IrN6O7SSi (ωB97M-V/def2-TZVPD, the OMol25 dataset).

```
107
C39H50Br2IrN6O7SSi (ωB97M-V/def2-TZVPD)
Ir -0.68 -0.02 1.93
C 0.32 -2.44 5.71
C 0.42 -1.33 4.69
O -0.62 -0.83 4.27
C 1.77 -0.98 4.24
C 2.16 -0.10 3.27
C 3.67 0.18 3.07
N 1.30 0.51 2.44
N 1.88 1.49 1.75
C 1.06 2.08 0.87
O -0.11 1.68 0.56
C 1.68 3.27 0.20
C 0.85 4.25 -0.35
C 1.43 5.36 -0.95
C 2.82 5.47 -1.04
C 3.63 4.51 -0.47
C 3.07 3.40 0.14
H -0.69 -2.58 6.09
H 1.03 -2.28 6.54
H 0.64 -3.37 5.21
H 2.58 -1.47 4.78
H 4.28 -0.45 3.74
H 3.89 1.22 3.31
H 3.92 0.02 2.03
H -0.22 4.15 -0.28
H 0.81 6.11 -1.41
H 3.27 6.33 -1.51
H 4.72 4.63 -0.51
H 3.67 2.66 0.61
Br -0.78 -6.77 1.97
C -0.69 -4.89 1.90
C 0.60 -4.25 1.92
C 0.62 -2.89 1.85
N -0.47 -2.12 1.76
C -1.69 -2.73 1.57
C -1.82 -4.15 1.70
C -2.77 -1.88 1.24
C -4.11 -2.27 1.11
C -5.00 -1.31 0.69
Br -6.83 -1.68 0.68
C -4.59 -0.03 0.29
C -3.28 0.30 0.54
N -2.43 -0.56 1.05
H 1.50 -4.83 2.00
H 1.58 -2.38 1.93
H -2.79 -4.59 1.58
H -4.45 -3.26 1.32
H -5.29 0.66 -0.14
H -2.90 1.29 0.35
C -5.05 1.59 4.41
N -3.83 2.10 3.83
C -3.58 3.44 3.72
C -2.41 3.89 3.26
C -1.36 2.93 2.90
O -0.24 3.36 2.65
N -1.75 1.60 2.83
C -2.91 1.15 3.40
O -3.22 -0.01 3.52
H -5.68 2.43 4.66
H -4.84 0.99 5.30
H -5.55 0.94 3.70
H -4.37 4.12 4.03
H -2.19 4.95 3.20
C -0.51 2.32 -4.77
C -0.84 1.49 -3.55
C -1.88 0.43 -3.89
C -1.36 2.39 -2.44
O 0.39 0.91 -3.08
Si 0.96 -0.57 -2.76
S 0.86 -0.76 -0.64
O 2.52 -0.81 -3.10
C 3.73 -0.15 -2.70
C 3.54 1.36 -2.74
C 4.19 -0.60 -1.31
C 4.78 -0.61 -3.70
O 0.04 -1.71 -3.42
C -0.13 -3.11 -3.20
C -1.34 -3.31 -2.28
C 1.11 -3.76 -2.57
C -0.34 -3.70 -4.59
H -1.39 2.90 -5.08
H -0.25 1.67 -5.60
H 0.30 3.01 -4.57
H -2.83 0.94 -4.08
H -2.01 -0.27 -3.04
H -1.61 -0.12 -4.78
H -2.23 2.94 -2.79
H -0.59 3.10 -2.15
H -1.63 1.80 -1.58
H 2.77 1.66 -2.05
H 3.21 1.67 -3.74
H 4.48 1.88 -2.49
H 3.57 -0.14 -0.52
H 5.22 -0.26 -1.18
H 4.15 -1.68 -1.20
H 4.41 -0.44 -4.71
H 4.99 -1.68 -3.59
H 5.71 -0.05 -3.55
H -1.12 -2.87 -1.29
H -1.57 -4.37 -2.14
H -2.22 -2.79 -2.67
H 1.25 -3.42 -1.52
H 1.98 -3.49 -3.16
H 0.97 -4.84 -2.58
H -1.21 -3.25 -5.07
H -0.54 -4.77 -4.55
H 0.53 -3.53 -5.22
```

LUMO energy (spin up / spin down)	0.0134 / -0.0814	hartree
expectation value of S²	8.803
multiplicity	6



Energy above the lowest of the compared OMol25 structures with the same formula, charge and spin, respectively: 0.0; 21.5; 0.0; 0.0 kcal/mol.